Computed, not measured: C15H18N4O8P2Se4V as an isolated structure in a non-equilibrium geometry, with ωB97M-V/def2-TZVPD.

Output
- HOMO-LUMO gap (alpha / beta): 3.80 / 4.04 eV
- Electronic energy: -343843.472 eV
- Lowest unoccupied orbital energy (alpha / beta): 3.71 / 3.70 eV
- Max |F|: 3.710 eV/A
- HOMO (alpha / beta): -0.09 / -0.34 eV

The geometry in ORCA input format:
```
! RIJCOSX wB97M-V def2-TZVPD def2/J DEFGRID3
* xyz -2 4
V 0.20431 -0.18772 0.83635
O 0.16953 2.78288 -3.85299
C -1.14180 2.90955 -3.59967
C -1.90660 3.70222 -4.46030
C -3.25494 3.90264 -4.22138
C -3.87566 3.28593 -3.14034
C -3.12628 2.47459 -2.30042
C -1.76257 2.29177 -2.49625
C -1.01396 1.44879 -1.50386
O -1.63627 0.88249 -0.58161
N 0.31375 1.41194 -1.69920
N 0.96340 0.69758 -0.74158
C 2.19426 1.04502 -0.42171
C 2.84532 0.23158 0.53429
C 4.19325 0.38576 0.91549
C 4.77681 -0.54702 1.72283
C 4.01038 -1.69420 2.09550
C 2.69413 -1.76622 1.73846
N 2.05311 -0.78538 1.05800
H 0.54129 2.21742 -3.09664
H -1.40699 4.15811 -5.30696
H -3.82249 4.54840 -4.88329
H -4.93224 3.43749 -2.95445
H -3.58184 1.95306 -1.46837
H 2.67641 1.88702 -0.90814
H 4.72165 1.26392 0.56499
H 5.80192 -0.43888 2.05622
H 4.45400 -2.51508 2.64391
H 2.09177 -2.62700 1.99570
Se -0.62644 -1.88801 -0.03861
Se -0.33520 -1.85969 -2.20990
Se -2.66344 -5.91229 -1.24482
Se -1.58540 -3.88265 -0.99083
N 1.40051 0.15733 4.57284
C 0.16582 0.84475 4.05478
C -0.56664 1.64605 5.11532
P -0.85666 -0.47750 3.24077
O -1.74660 -0.92739 4.53830
O 0.15116 -1.55804 2.94505
O -1.75569 0.01179 2.16859
P 0.84415 1.92015 2.64247
O 0.48720 3.43912 3.09455
O 2.31560 1.75513 2.84703
O 0.10196 1.69707 1.36244
H 1.48059 0.15404 5.58391
H 2.18196 0.68619 4.06972
H 1.37134 -0.81012 4.19422
H -0.86243 1.00572 5.94864
H -1.47303 2.06947 4.68644
H 0.04939 2.47069 5.47897
H -2.44563 -1.52973 4.26053
H -0.29132 3.73016 2.60654
*
```